[1]
The following is a quantum chemistry calculation of 40 unconnected molecules or ions with the total composition H80O40, from the Open Molecules 2025 dataset.

Atoms and positions in Å:
H1 -1.530 3.205 -3.687
H2 -3.090 3.147 -4.194
O1 -2.131 2.971 -4.376
H3 -1.031 2.748 2.857
H4 -0.819 2.503 4.399
O2 -0.773 3.203 3.696
H5 -1.262 -4.358 1.421
H6 -1.559 -5.885 1.571
O3 -1.291 -5.198 0.949
H7 3.144 -2.071 1.900
H8 1.802 -2.495 2.252
O4 2.718 -2.806 2.309
H9 -1.301 3.108 -1.148
H10 -1.806 1.695 -1.261
O5 -0.996 2.153 -1.034
H11 4.452 1.396 3.267
O6 4.934 1.342 2.440
H12 1.901 3.616 -2.277
O7 2.246 4.201 -1.522
H13 2.457 2.771 -3.967
H14 2.107 1.468 -3.311
O8 1.747 2.393 -3.501
H15 -2.636 4.930 3.101
H16 -2.329 3.308 2.934
O9 -2.668 4.128 2.526
H17 -0.157 -1.242 0.313
H18 -0.984 -1.860 1.538
O10 -0.289 -2.053 0.881
H19 2.604 -4.673 4.067
H20 2.254 -3.536 4.903
O11 2.078 -4.476 4.831
H21 -0.749 -2.911 5.393
O12 -1.175 -3.632 4.903
H22 0.344 -6.337 -2.457
H23 0.594 -5.584 -1.208
O13 -0.115 -5.802 -1.782
H24 -3.723 0.071 -0.674
H25 -3.935 0.080 -2.044
O14 -3.573 0.705 -1.393
H26 1.102 -4.711 0.230
H27 1.483 -3.682 -0.706
O15 1.819 -4.543 -0.363
H28 -4.752 2.555 1.625
H29 -4.333 1.190 1.953
O16 -5.000 1.626 1.395
H30 0.861 1.347 3.514
H31 1.080 2.660 4.196
O17 1.141 1.685 4.333
H32 -3.675 -3.512 2.882
H33 -2.317 -3.277 3.587
O18 -2.802 -3.157 2.784
H34 1.138 -0.655 -4.464
O19 1.216 -0.218 -3.573
H35 -0.702 1.819 0.656
H36 -0.153 0.801 1.817
O20 -0.676 1.545 1.614
H37 -1.493 0.339 -3.971
O21 -1.519 -0.182 -3.189
H38 3.923 -0.202 -0.028
H39 5.417 0.160 0.553
O22 4.870 -0.476 0.040
H40 -2.269 0.616 2.865
H41 -2.677 -0.943 2.667
O23 -2.896 -0.006 2.468
H42 5.614 2.201 0.049
H43 6.181 1.865 -1.197
O24 6.351 1.570 -0.299
H44 0.004 3.785 -3.797
H45 0.342 4.321 -2.298
O25 0.288 4.476 -3.259
H46 -0.464 -0.332 3.136
H47 0.471 -1.354 4.135
O26 -0.455 -1.019 3.899
H48 -3.582 -1.933 -1.640
H49 -5.163 -2.183 -1.817
O27 -4.447 -1.537 -1.745
H50 -2.413 0.157 6.075
H51 -1.413 1.263 6.399
O28 -1.524 0.404 5.868
H52 3.541 1.912 -0.160
H53 3.433 3.393 -0.819
O29 3.924 2.569 -0.811
H54 -2.152 -3.890 -0.970
H55 -2.619 -4.918 -1.759
O30 -2.401 -4.010 -1.900
H56 -0.392 -1.540 -2.185
H57 0.018 -2.984 -1.736
O31 0.340 -2.055 -1.851
H58 0.478 1.863 -5.170
O32 -0.369 1.477 -4.959
H59 -2.880 4.895 -2.096
H60 -3.189 3.276 -1.860
O33 -2.555 3.990 -1.997
H61 1.140 -0.978 -2.893
H62 5.879 1.316 2.491
H63 -1.935 0.202 -2.449
H64 2.905 4.950 -1.667
H65 -0.365 -3.932 4.438
H66 -0.016 1.139 -4.111
O34 5.375 -2.439 -1.425
H67 5.682 -3.093 -0.799
H68 5.344 -1.699 -0.658
O35 1.136 0.078 -0.458
H69 0.680 -0.560 -0.960
H70 1.395 0.849 -1.101
O36 -4.769 -0.060 -4.745
H71 -3.838 0.186 -4.834
H72 -4.686 -0.729 -4.069
O37 4.185 -0.812 -3.673
H73 5.174 -0.660 -3.638
H74 4.210 -1.118 -2.686
O38 2.234 0.966 -5.928
H75 2.729 0.328 -6.423
H76 1.548 0.602 -5.436
O39 -4.130 4.421 0.019
H77 -4.783 3.870 0.465
H78 -3.459 4.479 0.710
O40 -0.005 -1.611 6.388
H79 0.111 -0.641 6.360
H80 -0.952 -1.719 6.336

Properties
**HOMO-LUMO gap**: 9.571 eV
**HOMO**: -10.223 eV

[2]
The following is a quantum chemistry calculation of 40 unconnected molecules or ions with the total composition H80O40, from the Open Molecules 2025 dataset.

Atoms and positions in Å:
H1 -0.808 2.575 -3.603
H2 -1.571 3.083 -4.980
O1 -0.836 2.549 -4.549
H3 -2.871 -1.526 2.153
H4 -4.146 -1.122 1.419
O2 -3.401 -0.728 2.060
H5 -2.060 0.051 -0.650
H6 -2.759 -0.224 -1.973
O3 -2.045 -0.604 -1.338
H7 -2.748 -2.799 -3.663
H8 -1.801 -2.949 -2.389
O4 -1.957 -3.166 -3.406
H9 -1.614 -1.527 5.445
H10 -0.322 -2.150 4.819
O5 -0.835 -1.379 4.916
H11 4.061 1.689 -3.480
O6 4.188 2.778 -3.440
H12 3.927 -2.474 -2.071
O7 3.214 -1.919 -2.813
H13 2.007 3.802 1.397
H14 2.597 2.299 0.909
O8 2.129 2.872 1.617
H15 -2.368 1.548 -5.724
H16 -3.862 1.040 -5.525
O9 -3.160 1.389 -5.183
H17 -4.370 3.766 -0.961
H18 -5.670 3.860 -1.060
O10 -5.006 3.747 -1.508
H19 -3.158 5.233 -0.556
H20 -3.776 5.155 0.519
O11 -3.100 4.483 0.161
H21 1.280 -1.696 -2.666
O12 0.697 -1.221 -3.256
H22 3.352 6.093 0.493
H23 2.972 4.709 0.766
O13 3.432 5.193 0.060
H24 -3.503 1.516 -2.664
H25 -3.857 1.026 -3.680
O14 -3.877 0.665 -2.730
H26 -1.519 -3.193 2.369
H27 -2.680 -3.826 1.765
O15 -2.215 -3.952 2.581
H28 0.233 -6.303 -1.644
H29 0.179 -5.071 -2.524
O16 0.764 -5.662 -2.098
H30 3.051 -4.432 -4.371
H31 2.571 -4.281 -2.926
O17 3.337 -4.234 -3.529
H32 2.131 -1.136 2.044
H33 3.531 -0.504 2.557
O18 3.112 -1.193 1.866
H34 -2.210 0.736 1.711
O19 -1.257 0.802 1.588
H35 -2.957 2.423 5.583
H36 -3.022 0.809 6.016
O20 -2.477 1.647 5.941
H37 2.231 1.013 4.233
O21 2.332 0.789 3.378
H38 -3.816 0.014 -0.200
H39 -5.247 0.454 -0.779
O22 -4.784 0.084 0.072
H40 2.284 -0.144 -0.416
H41 2.512 0.118 1.220
O23 2.012 0.389 0.284
H42 -5.147 -2.425 -1.020
H43 -5.532 -3.762 -1.417
O24 -4.798 -3.144 -1.453
H44 0.572 4.864 -0.983
H45 0.233 4.959 -2.426
O25 0.003 5.381 -1.503
H46 -0.591 -4.344 3.774
H47 0.263 -4.471 5.004
O26 0.082 -3.853 4.345
H48 1.923 0.498 -4.595
H49 3.307 -0.145 -4.472
O27 2.917 0.779 -4.753
H50 -2.512 -3.316 -0.941
H51 -2.016 -2.031 -0.089
O28 -2.499 -2.901 -0.024
H52 2.462 -2.453 -0.276
H53 1.366 -3.523 -0.917
O29 1.684 -2.497 -0.938
H54 0.657 1.755 3.978
H55 0.260 2.636 5.422
O30 0.073 2.395 4.565
H56 5.539 0.154 2.601
H57 5.306 -0.519 3.927
O31 4.889 -0.119 3.178
H58 1.310 1.154 -1.641
O32 0.982 1.930 -1.131
H59 -1.763 2.357 -0.765
H60 -1.280 3.412 -1.595
O33 -1.813 2.660 -1.700
H61 -0.907 1.377 2.201
H62 5.094 2.714 -3.854
H63 2.707 1.592 2.785
H64 3.241 -2.779 -3.306
H65 -0.137 -0.981 -2.946
H66 0.882 1.369 -0.247
O34 3.971 -3.807 1.342
H67 4.804 -3.826 0.950
H68 3.725 -3.053 1.835
O35 6.578 1.071 -1.443
H69 6.643 1.513 -0.650
H70 6.650 0.087 -1.137
O36 3.444 2.615 -0.806
H71 2.534 2.309 -1.306
H72 4.148 2.828 -1.362
O37 -4.045 -0.171 4.966
H73 -3.218 -0.147 4.453
H74 -4.224 -1.077 4.637
O38 -0.573 -1.901 1.632
H75 -0.370 -1.146 2.123
H76 -0.127 -1.854 0.914
O39 -0.346 -5.688 0.949
H77 -0.193 -5.514 1.865
H78 -1.209 -6.121 1.009
O40 -0.091 4.714 1.191
H79 -0.545 4.234 1.800
H80 -0.784 5.228 0.663

Properties
**Total charge**: +1
**⟨S²⟩**: 0.7548
**Multiplicity**: 2
**HOMO-LUMO gap (spin up / spin down)**: 8.952 / 2.960 eV
**HOMO (spin up / spin down)**: -11.922 / -11.922 eV

Max |F|? In order: 4.35, 14.10 eV/A.
E_tot? In order: -3057.3669, -3056.7927 a.u..